10 unconnected molecules or ions with the total composition C50H50N10 at a distorted geometry, computed with ωB97M-V with the def2-TZVPD basis set.

Each atom is followed by the atoms it is bonded to, with distances in Å.
Geometry (Å):
1 C 19.698 -3.052 5.575  C2 1.402, C6 1.408, H7 1.080
2 C 20.260 -2.225 6.559  C1 1.402, C3 1.435, H8 1.080
3 C 19.361 -1.761 7.576  C2 1.435, N4 1.342, H9 1.080
4 N 18.026 -1.887 7.639  C3 1.342, C5 1.369
5 C 17.523 -2.717 6.673  N4 1.369, C6 1.448, H10 1.080
6 C 18.327 -3.361 5.656  C1 1.408, C5 1.448, H11 1.080
7 H 20.286 -3.602 4.856  C1 1.080
8 H 21.280 -1.869 6.530  C2 1.080
9 H 19.612 -1.025 8.326  C3 1.080
10 H 16.443 -2.720 6.662  C5 1.080
11 H 17.869 -3.914 4.849  C6 1.080
12 C 13.753 -11.480 2.119  C13 1.404, C17 1.423, H18 1.080
13 C 15.086 -11.104 2.350  C12 1.404, C14 1.376, H19 1.080
14 C 15.322 -9.755 2.479  C13 1.376, N15 1.387, H20 1.080
15 N 14.361 -8.764 2.354  C14 1.387, C16 1.371
16 C 13.056 -9.155 2.204  N15 1.371, C17 1.391, H21 1.080
17 C 12.720 -10.502 2.114  C12 1.423, C16 1.391, H22 1.080
18 H 13.394 -12.486 1.962  C12 1.080
19 H 15.966 -11.730 2.341  C13 1.080
20 H 16.346 -9.418 2.541  C14 1.080
21 H 12.275 -8.409 2.224  C16 1.080
22 H 11.686 -10.809 2.062  C17 1.080
23 C 19.016 -2.962 -2.827  C24 1.417, C28 1.407, H29 1.080
24 C 19.165 -4.253 -3.393  C23 1.417, C25 1.451, H30 1.080
25 C 18.411 -5.368 -2.851  C24 1.451, N26 1.347, H31 1.080
26 N 17.784 -5.303 -1.661  C25 1.347, C27 1.413
27 C 17.699 -4.017 -1.084  N26 1.413, C28 1.392, H32 1.080
28 C 18.288 -2.879 -1.627  C23 1.407, C27 1.392, H33 1.080
29 H 19.324 -2.072 -3.356  C23 1.080
30 H 19.694 -4.431 -4.318  C24 1.080
31 H 18.426 -6.324 -3.352  C25 1.080
32 H 17.265 -3.969 -0.095  C27 1.080
33 H 18.260 -1.931 -1.109  C28 1.080
34 C 11.277 -9.405 -1.307  C35 1.393, C39 1.378, H40 1.080
35 C 10.542 -10.581 -1.169  C34 1.393, C36 1.395, H41 1.080
36 C 9.742 -10.756 -0.040  C35 1.395, N37 1.364, H42 1.080
37 N 9.611 -9.806 0.930  C36 1.364, C38 1.324
38 C 10.225 -8.654 0.708  N37 1.324, C39 1.386, H43 1.080
39 C 11.042 -8.409 -0.385  C34 1.378, C38 1.386, H44 1.080
40 H 11.851 -9.188 -2.195  C34 1.080
41 H 10.622 -11.435 -1.825  C35 1.080
42 H 9.096 -11.615 0.067  C36 1.080
43 H 10.193 -7.936 1.514  C38 1.080
44 H 11.419 -7.429 -0.640  C39 1.080
45 C 10.230 -3.270 1.386  C46 1.374, C50 1.418, H51 1.080
46 C 10.190 -4.196 0.372  C45 1.374, C47 1.402, H52 1.080
47 C 9.219 -5.206 0.418  C46 1.402, N48 1.397, H53 1.080
48 N 8.259 -5.354 1.421  C47 1.397, C49 1.291
49 C 8.336 -4.478 2.367  N48 1.291, C50 1.413, H54 1.080
50 C 9.194 -3.355 2.351  C45 1.418, C49 1.413, H55 1.080
51 H 11.066 -2.586 1.398  C45 1.080
52 H 10.989 -4.028 -0.335  C46 1.080
53 H 9.246 -6.001 -0.313  C47 1.080
54 H 7.548 -4.705 3.069  C49 1.080
55 H 9.110 -2.558 3.074  C50 1.080
56 C 16.365 2.137 2.359  C57 1.409, C61 1.420, H62 1.080
57 C 16.050 2.512 1.037  C56 1.409, C58 1.382, H63 1.080
58 C 15.931 1.467 0.141  C57 1.382, N59 1.330, H64 1.080
59 N 16.027 0.177 0.447  C58 1.330, C60 1.291
60 C 16.270 -0.136 1.676  N59 1.291, C61 1.365, H65 1.080
61 C 16.544 0.762 2.667  C56 1.420, C60 1.365, H66 1.080
62 H 16.435 2.947 3.069  C56 1.080
63 H 15.889 3.542 0.756  C57 1.080
64 H 15.688 1.630 -0.899  C58 1.080
65 H 16.516 -1.167 1.880  C60 1.080
66 H 16.912 0.279 3.560  C61 1.080
67 C 14.252 -7.397 -3.853  C68 1.436, C72 1.411, H73 1.080
68 C 13.022 -7.419 -4.594  C67 1.436, C69 1.400, H74 1.080
69 C 11.887 -6.771 -4.094  C68 1.400, N70 1.356, H75 1.080
70 N 11.866 -5.984 -2.990  C69 1.356, C71 1.368
71 C 13.076 -5.868 -2.364  N70 1.368, C72 1.373, H76 1.080
72 C 14.183 -6.617 -2.679  C67 1.411, C71 1.373, H77 1.080
73 H 15.132 -7.971 -4.105  C67 1.080
74 H 12.844 -8.048 -5.454  C68 1.080
75 H 10.917 -6.768 -4.569  C69 1.080
76 H 13.106 -5.259 -1.473  C71 1.080
77 H 15.069 -6.565 -2.065  C72 1.080
78 C 13.958 -5.619 1.563  C79 1.379, C83 1.347, H84 1.080
79 C 15.306 -5.910 1.569  C78 1.379, C80 1.412, H85 1.080
80 C 16.148 -4.953 2.177  C79 1.412, N81 1.387, H86 1.080
81 N 15.666 -3.761 2.698  C80 1.387, C82 1.377
82 C 14.299 -3.590 2.701  N81 1.377, C83 1.382, H87 1.080
83 C 13.440 -4.529 2.161  C78 1.347, C82 1.382, H88 1.080
84 H 13.363 -6.373 1.067  C78 1.080
85 H 15.820 -6.771 1.168  C79 1.080
86 H 17.207 -5.163 2.221  C80 1.080
87 H 13.995 -2.679 3.195  C82 1.080
88 H 12.366 -4.440 2.236  C83 1.080
89 C 20.538 -8.634 4.198  C90 1.391, C94 1.383, H95 1.080
90 C 19.749 -8.611 3.051  C89 1.391, C91 1.453, H96 1.080
91 C 18.497 -7.876 3.006  C90 1.453, N92 1.313, H97 1.080
92 N 18.079 -7.282 4.100  C91 1.313, C93 1.353
93 C 18.910 -7.264 5.167  N92 1.353, C94 1.361, H98 1.080
94 C 20.112 -7.891 5.284  C89 1.383, C93 1.361, H99 1.080
95 H 21.496 -9.114 4.328  C89 1.080
96 H 20.271 -9.044 2.210  C90 1.080
97 H 17.947 -7.831 2.078  C91 1.080
98 H 18.507 -6.570 5.890  C93 1.080
99 H 20.816 -7.828 6.101  C94 1.080
100 C 10.552 -4.910 5.770  C101 1.417, C105 1.381, H106 1.080
101 C 11.717 -5.140 4.998  C100 1.417, C102 1.409, H107 1.080
102 C 12.019 -6.382 4.407  C101 1.409, N103 1.375, H108 1.080
103 N 11.103 -7.405 4.473  C102 1.375, C104 1.362
104 C 9.977 -7.195 5.210  N103 1.362, C105 1.384, H109 1.080
105 C 9.684 -5.983 5.809  C100 1.381, C104 1.384, H110 1.080
106 H 10.419 -3.928 6.201  C100 1.080
107 H 12.411 -4.315 4.934  C101 1.080
108 H 12.903 -6.682 3.864  C102 1.080
109 H 9.252 -7.982 5.356  C104 1.080
110 H 8.688 -6.029 6.224  C105 1.080

LUMO: 0.596 eV
Kohn-Sham gap: 9.77 eV
DFT total energy: -2482.659760 Ha
Relative energy (zero: lowest compared OMol25 entry of this formula, charge and spin): 93.53 kcal/mol
SMILES: c1ccncc1.c1ccncc1.c1ccncc1.c1ccncc1.c1ccncc1.c1ccncc1.c1ccncc1.c1ccncc1.c1ccncc1.c1ccncc1

Results of the Löwdin charge analysis, in e, for atoms 1 through 5: -0.09 -0.06 -0.16 0.04 -0.12